DFT (ωB97M-V/def2-TZVPD) results for a structure of composition C19H28N3OS3SbSiW.

## Properties
Spin multiplicity: 2
<S²>: 0.758
Relative energy (zero: lowest compared OMol25 entry of this formula, charge and spin): 0.0 kJ/mol
F_max: 1.28 eV Å⁻¹
Charge: +3

Last column: natural (NBO) charge in e.
CARTESIAN COORDINATES (ANGSTROEM)
H  -5.336  -1.711  1.237  0.268
C  -7.894  -1.055  0.299  -0.630
H  0.065  5.005  0.124  0.230
H  -8.515  -1.235  1.175  0.247
S  1.088  -1.296  0.036  -0.338
C  0.103  0.896  -1.853  -1.202
C  -6.835  -0.015  -3.025  -0.624
H  -3.626  -2.531  2.843  0.278
C  -1.586  4.223  3.535  -0.187
H  -1.789  4.420  -1.611  0.281
Si  -0.020  2.705  -1.271  1.772
H  -2.601  1.302  -0.002  0.246
H  -5.809  -0.240  -3.312  0.221
H  -7.721  1.068  0.623  0.232
C  -1.268  5.528  3.180  -0.109
H  -8.561  -0.960  -0.558  0.239
H  1.957  3.324  -2.517  0.292
H  -2.405  2.775  -1.859  0.284
C  -6.874  0.996  -1.897  -0.217
H  -0.206  1.161  -2.879  0.341
H  -1.398  3.545  -3.089  0.292
Sb  2.637  -1.447  1.925  1.223
H  -1.492  6.341  3.857  0.259
C  -7.068  0.204  0.487  -0.210
S  1.458  -3.159  2.907  -0.076
N  -1.888  -0.033  1.454  -0.584
H  -7.273  -1.937  0.127  0.201
H  -1.597  2.176  2.934  0.206
C  -0.679  5.801  1.948  -0.161
H  1.087  0.449  -1.952  0.283
H  -7.337  -0.942  -2.751  0.217
C  1.641  3.489  -1.482  -1.142
H  -7.897  1.234  -1.607  0.219
H  -0.660  0.132  -1.632  0.269
H  2.389  3.028  -0.832  0.260
H  -6.452  0.160  1.386  0.189
H  -7.344  0.392  -3.898  0.247
C  -4.379  -1.211  1.307  -0.039
N  -0.377  2.403  0.537  -0.836
H  1.665  4.564  -1.310  0.283
O  -4.161  0.920  -1.562  -0.654
H  -6.383  1.927  -2.179  0.227
W  -0.011  0.595  0.919  1.197
C  -4.886  0.486  -0.663  0.644
C  -3.415  -1.685  2.203  -0.208
C  -2.180  -1.093  2.260  0.062
C  -1.299  3.184  2.670  -0.226
S  1.053  0.844  2.753  0.062
H  -1.395  -1.437  2.920  0.237
C  -0.689  3.448  1.435  0.133
N  -6.209  0.502  -0.665  -0.372
C  -4.098  -0.112  0.506  -0.129
C  -2.844  0.455  0.622  0.159
C  -0.399  4.772  1.072  -0.212
H  -0.440  6.819  1.675  0.259
C  -1.544  3.435  -2.011  -1.158
H  -2.069  4.023  4.481  0.254

=====

DFT (ωB97M-V/def2-TZVPD) results for a cluster of 2 separate species, C19H28N4O4 in total.

## Properties
Structure (SMILES): CNC(=O)[C@H](CC(N)=O)NC(C)=O.CN1CC=C(c2ccc(O)cc2)CC1
Relative energy (zero: lowest compared OMol25 entry of this formula, charge and spin): 125.5 kJ/mol
F_max: 2.82 eV Å⁻¹
Charge: 0

Last column: natural (NBO) charge in e.
CARTESIAN COORDINATES (ANGSTROEM)
H  2.212  -0.174  -1.506  0.426
N  -1.290  -2.168  -6.816  -0.609
C  2.294  1.533  0.891  0.275
H  2.299  0.274  -3.203  0.394
C  -1.641  -1.608  -5.653  0.660
H  -3.032  -2.350  -7.973  0.207
H  -2.577  1.056  8.533  0.201
C  0.063  -0.682  -4.004  -0.506
H  -0.782  0.052  5.016  0.220
C  0.237  1.155  2.110  -0.191
H  -2.798  2.281  5.527  0.160
H  -0.553  0.217  -4.008  0.256
H  -2.795  0.631  6.167  0.203
H  -1.845  0.883  3.873  0.210
C  1.696  -4.781  -4.832  -0.707
H  -2.038  -0.926  -8.331  0.207
H  -1.507  -2.535  -8.874  0.206
N  1.862  -0.224  -2.452  -0.796
H  -1.438  2.279  9.124  0.200
C  -2.110  2.018  8.300  -0.403
C  2.796  2.240  1.982  -0.289
H  -0.164  -3.732  -3.555  0.412
C  0.999  -3.482  -5.157  0.679
O  3.055  1.361  -0.230  -0.692
H  2.510  -4.932  -5.540  0.244
C  -0.089  1.995  4.472  0.007
C  -2.008  -1.987  -8.075  -0.411
O  1.353  -2.826  -6.127  -0.667
C  0.695  -0.795  -2.630  0.671
H  -0.750  0.709  2.100  0.217
H  0.975  3.702  5.233  0.200
O  0.151  -1.377  -1.708  -0.661
H  0.844  -0.559  -4.754  0.226
O  -2.620  -0.871  -5.563  -0.644
C  -2.152  1.470  5.882  -0.207
H  3.888  1.850  -0.129  0.487
C  0.198  2.971  5.416  -0.183
C  0.721  1.862  3.229  -0.087
H  -1.127  4.012  6.717  0.171
H  0.985  -5.602  -4.912  0.229
H  -2.894  2.780  8.235  0.162
C  -0.810  -1.893  -4.381  -0.123
H  0.229  3.216  7.531  0.207
N  0.007  -3.123  -4.341  -0.605
C  1.014  0.994  0.959  -0.222
C  -1.220  1.021  4.757  -0.436
N  -1.363  1.933  7.033  -0.442
C  2.022  2.399  3.138  -0.157
H  -1.558  -1.993  -3.591  0.257
H  3.795  2.659  1.951  0.205
H  2.471  2.923  3.973  0.212
H  -0.406  -2.664  -6.834  0.424
H  2.099  -4.735  -3.821  0.230
C  -0.516  3.102  6.736  -0.252
H  0.613  0.439  0.119  0.227

=====

DFT (ωB97M-V/def2-TZVPD) results for a structure of composition C19H28NO4Ti.

## Properties
Relative energy (zero: lowest compared OMol25 entry of this formula, charge and spin): 530.0 kJ/mol
F_max: 6.67 eV Å⁻¹
Charge: +1

Last column: natural (NBO) charge in e.
CARTESIAN COORDINATES (ANGSTROEM)
O  0.690  -0.672  -0.752  -0.740
H  -1.814  0.945  3.697  0.224
H  3.583  0.987  3.538  0.224
C  -2.543  1.859  0.592  -0.335
O  0.731  1.137  1.860  -0.529
H  -1.318  2.994  2.064  0.221
H  0.148  -1.206  -3.542  0.227
H  0.887  1.298  -2.760  0.236
H  2.810  3.301  2.151  0.233
H  -3.196  -0.949  2.235  0.229
H  -4.237  0.396  0.340  0.233
H  3.763  -0.577  -1.712  0.250
C  1.074  -1.505  -3.121  -0.636
O  -0.914  -2.262  3.199  -0.166
H  -3.417  1.056  -1.988  0.259
H  2.140  -0.492  2.024  0.134
C  2.815  2.264  1.903  -0.446
C  2.880  -1.210  -1.564  -0.503
H  3.674  1.965  1.328  0.201
H  -1.250  -2.764  -2.570  0.262
H  0.930  3.000  1.074  0.200
C  -1.831  2.098  1.784  -0.221
H  1.031  -0.263  3.362  0.215
C  2.235  -1.184  -0.210  0.035
H  3.059  -2.214  -1.949  0.239
H  -4.815  -1.047  -0.807  0.255
H  2.451  0.820  -3.397  0.250
Ti  -1.096  -0.837  -0.421  1.844
C  1.607  -0.594  -2.050  0.338
C  -1.922  -1.985  -2.164  -0.424
C  -2.778  -0.008  1.922  -0.349
C  2.632  1.354  3.132  -0.428
H  1.092  -2.544  -2.762  0.226
C  -2.993  -2.189  -1.260  -0.345
O  -0.675  -2.034  0.906  -0.825
C  1.513  2.081  1.139  -0.063
C  1.619  0.305  2.614  -0.065
H  2.122  1.868  3.951  0.221
C  -2.054  0.974  2.633  -0.247
H  -1.388  -0.104  -3.295  0.251
H  2.432  1.386  -1.731  0.231
C  1.832  0.837  -2.481  -0.639
H  -2.702  2.538  -0.217  0.215
C  -3.119  0.012  -1.910  -0.201
C  -1.974  -0.563  -2.530  -0.477
N  -1.550  -2.294  2.215  0.482
C  -3.806  -1.032  -1.242  -0.159
H  2.612  -0.389  0.477  0.243
H  1.813  -1.554  -3.922  0.250
C  -3.232  0.620  0.711  -0.286
H  -3.323  -3.177  -0.898  0.265
H  2.096  -2.156  0.292  0.249
H  1.676  1.710  0.111  0.145

=====

DFT (ωB97M-V/def2-TZVPD) results for a structure of composition C19H28NO5Pb.

## Properties
Relative energy (zero: lowest compared OMol25 entry of this formula, charge and spin): 0.0 kJ/mol
F_max: 5.20 eV Å⁻¹
Charge: -1

Last column: natural (NBO) charge in e.
CARTESIAN COORDINATES (ANGSTROEM)
H  6.290  4.047  -0.425  0.199
H  2.933  -0.575  1.324  0.200
C  -3.751  -2.737  -0.840  -0.278
H  -3.414  0.369  -2.093  0.204
H  -3.507  -0.007  3.333  0.213
C  -4.312  -1.457  -1.121  -0.341
C  5.026  5.035  -1.863  -0.430
O  3.459  3.543  -0.761  -0.539
C  -1.271  -2.343  2.419  -0.359
H  4.877  2.083  -0.301  0.189
H  -4.406  -2.523  3.387  0.208
H  3.878  5.499  -0.093  0.164
H  1.495  0.368  1.887  0.221
H  6.531  3.425  -2.072  0.218
H  -1.216  -1.262  -2.460  0.194
C  0.097  1.032  -0.636  -0.070
C  -2.411  -2.753  -1.319  -0.343
N  -5.792  -2.440  1.233  0.721
C  1.840  -0.554  1.391  -0.635
H  2.860  5.391  -1.546  0.189
C  -1.528  -1.006  2.937  -0.472
C  -3.548  -2.159  2.767  -0.142
C  3.731  4.950  -1.042  -0.069
H  -0.012  1.918  0.002  0.185
O  -4.622  -1.764  1.149  -0.600
H  -5.272  -1.030  -0.891  0.230
H  4.789  4.903  -2.923  0.200
H  4.462  2.226  -2.022  0.168
O  -5.672  -3.671  1.258  -0.512
H  0.648  -2.762  0.070  0.245
H  -2.629  -3.968  1.845  0.215
C  4.661  2.807  -1.102  -0.074
H  0.796  -2.096  -1.561  0.223
H  2.248  -2.423  -0.582  0.204
C  -2.481  -2.995  2.279  -0.367
H  1.487  -1.393  2.015  0.234
H  -4.213  -3.626  -0.426  0.241
H  -0.627  1.034  -1.466  0.201
Pb  -2.458  -0.527  0.607  1.391
C  5.796  3.803  -1.370  -0.430
C  -2.125  -1.503  -1.937  -0.437
C  -2.916  -0.882  3.090  -0.496
C  1.508  0.547  -0.969  -0.456
H  2.277  1.257  -0.628  0.224
O  -0.161  -0.143  0.210  -0.607
C  -3.302  -0.699  -1.843  -0.436
H  5.562  5.970  -1.735  0.216
H  -1.752  -3.617  -1.169  0.205
H  -0.276  -2.737  2.216  0.193
H  -0.770  -0.262  3.161  0.207
O  -6.811  -1.818  1.164  -0.473
H  1.584  0.209  -2.017  0.213
C  1.204  -0.639  0.020  0.291
C  1.216  -2.046  -0.548  -0.641